(1)
Below is a molecular structure, C15H21IrN6O3SSe, with properties calculated with ωB97M-V/def2-TZVPD.

Summary:
Kohn-Sham gap = 0.279 hartree
total charge = +2
LUMO = -0.277 Ha
F_max = 0.38 eV/Å
calculated total energy = -4041.88385 hartree
highest occupied orbital energy = -15.12 eV

Element x y z (Å)
C  2.26542  -3.47149  -2.32829
C  -0.30683  2.19384  0.97335
H  0.91985  1.03473  -1.90969
C  -4.39934  -0.74278  -1.31749
O  0.29487  2.52401  1.96087
C  0.62225  -4.53071  -0.56504
O  0.31740  -1.98637  -1.34313
C  -3.77417  -1.64046  -2.15246
H  -1.78685  2.05533  -1.42756
C  -0.72079  2.22897  -1.55124
C  -0.14003  2.93731  -0.34668
C  2.43867  0.51164  1.45988
H  3.86837  1.01934  2.98819
N  -0.07444  0.88979  -1.74287
C  1.03830  -5.46341  -1.70893
H  0.23665  -6.16413  -1.93556
N  1.37134  -0.15372  1.09949
C  0.77143  -0.88542  2.07971
N  -2.21169  -0.72821  -0.87908
H  -0.43448  0.46531  -2.59627
H  2.91368  1.14506  0.72119
H  -0.43951  -4.27933  -0.57960
H  -3.41714  0.54756  0.24742
H  0.88302  -4.89875  0.42583
O  -1.12053  1.12998  0.94198
Ir  -0.36182  -0.38170  -0.14149
Se  -1.01952  -2.19407  3.21695
H  -4.16252  -2.29109  -2.91797
H  -0.56955  2.82083  -2.45419
H  1.90737  -6.04938  -1.40811
H  2.40953  -2.59335  -2.95552
N  -0.35139  -1.46985  1.71389
N  0.33257  -1.64476  4.19518
N  -2.45948  -1.60083  -1.87373
H  -1.70293  -2.17245  -2.21931
S  1.44767  -2.92753  -0.81904
H  -5.44953  -0.51527  -1.27621
C  1.39400  -4.58120  -2.90184
H  -0.63907  3.90210  -0.23135
H  3.24264  -3.84496  -2.01145
H  1.93055  -5.13138  -3.67301
C  -3.38098  -0.19169  -0.53602
H  2.74963  -0.28019  4.78766
C  2.97530  0.44600  2.78523
H  0.49878  -4.15777  -3.36170
H  0.91875  3.17300  -0.48181
C  2.36952  -0.26333  3.77521
C  1.17095  -0.96614  3.43081

(2)
Below is a molecular structure, C15H21IrN6O3SSe, with properties calculated with ωB97M-V/def2-TZVPD.

Summary:
Kohn-Sham gap = 0.279 hartree
total charge = +2
LUMO = -0.278 Ha
F_max = 1.58 eV/Å
calculated total energy = -4041.83426 hartree
highest occupied orbital energy = -15.16 eV

Element x y z (Å)
C  0.38637  -2.84649  0.61627
C  -2.97155  1.80310  2.76350
H  4.99918  -1.59827  -3.00304
H  -4.70548  1.82365  4.05951
H  2.72796  -2.51601  -3.95272
C  0.80468  -1.33532  2.52193
H  1.46193  -0.42875  -4.10659
C  1.34414  -2.52481  1.74075
H  0.96555  3.00378  -0.22639
H  4.61678  0.92926  -2.22228
H  0.44796  0.67646  2.20352
H  -0.21855  -1.50011  2.86008
C  -4.58658  0.03381  2.91247
C  -0.04224  2.98546  -0.60606
H  -5.46651  -0.44888  3.31589
N  0.82251  -0.10895  1.66833
Se  -2.80967  -2.29911  0.34997
C  -2.02649  3.44092  -1.43785
H  2.32770  -2.27357  1.33808
H  -2.92684  3.85747  -1.85818
O  1.78990  0.42218  -0.65965
N  -0.70226  1.82661  -0.69222
H  -2.61415  1.41366  -1.32148
H  1.43572  -3.39083  2.39217
H  1.79244  0.12008  1.43706
C  -4.16586  1.25869  3.31292
H  4.20780  -0.54227  -4.16242
N  -2.21777  1.23623  1.85099
C  4.10277  -1.00563  -3.17964
N  -4.03623  -1.85227  1.47202
C  1.68159  -0.82119  -3.11229
S  2.24001  0.62410  -2.15746
C  2.82350  -1.83235  -3.11094
O  -0.39058  -3.76543  0.67919
H  -0.58061  5.07434  -1.12418
H  1.42525  -1.12185  3.39324
H  0.76103  -1.18981  -2.66054
O  0.42588  -1.99892  -0.41238
H  4.07440  -0.34337  -1.09644
C  -2.65682  0.03813  1.39079
C  -3.80486  -0.62311  1.92629
H  2.78709  -2.41956  -2.19187
N  -1.91689  2.12930  -1.19390
N  -2.00473  -0.68066  0.44012
C  3.96732  0.06516  -2.10238
C  -0.83502  4.03109  -1.06727
H  -2.62653  2.76472  3.12791
Ir  -0.11324  -0.09067  -0.11478

(3)
Below is a single C15H21N molecule, with properties calculated with ωB97M-V/def2-TZVPD.

Summary:
SMILES = C=CCN1CCCC[C@H]1Cc1ccccc1
Kohn-Sham gap = 0.324 hartree
total charge = 0
LUMO = 0.035 Ha
F_max = 2.26 eV/Å
calculated total energy = -638.88199 hartree
highest occupied orbital energy = -7.85 eV

Element x y z (Å)
H  -1.35958  -2.35723  -2.32895
C  0.96388  -0.83008  0.36926
C  1.13273  2.51822  3.66038
H  -1.65488  -2.30935  -0.62433
H  -0.47706  -1.00877  -5.79574
C  -0.04160  0.09444  -2.47553
C  -1.36432  1.71321  2.59125
H  -1.72905  -0.28800  -3.88088
H  -2.11209  2.12021  4.56633
H  1.07735  -2.56518  -1.95716
H  1.19955  -0.59734  1.42510
C  -0.94232  -2.02939  -1.38321
C  -1.24764  2.13579  3.91879
C  -0.20589  1.74983  1.76029
N  -0.72257  -0.57304  -1.35829
C  -0.36203  -0.14675  0.02783
C  -0.01147  2.52936  4.47136
H  0.37025  -2.81894  0.95271
H  1.91239  2.16909  1.67815
H  -0.22380  1.18447  -2.36123
H  2.11870  2.71304  4.05919
H  1.09506  -0.89448  -4.88235
C  -0.64745  -0.39758  -3.77507
C  0.99321  -2.32936  0.18474
H  1.04482  -0.15512  -2.41912
H  -2.32286  1.38297  2.15950
H  -1.11913  -0.54834  0.73075
C  0.03531  -0.80493  -4.85793
H  -1.21510  1.81293  -0.07793
H  0.55779  1.80347  -0.22516
H  2.04135  -2.66161  0.22220
C  -0.28938  1.36866  0.31042
H  1.74463  -0.39197  -0.27620
C  0.39020  -2.74169  -1.12771
H  0.25291  -3.82386  -1.11520
H  0.08850  2.83447  5.50266
C  1.02959  2.14285  2.33108

(4)
Below is a single C15H21N3O2S molecule, with properties calculated with ωB97M-V/def2-TZVPD.

Summary:
SMILES = CC(C)OC[C@@H](O)CCc1n[nH]c(=S)n1-c1ccccc1
Kohn-Sham gap = 0.304 hartree
total charge = 0
LUMO = 0.025 Ha
F_max = 1.02 eV/Å
calculated total energy = -1297.12090 hartree
highest occupied orbital energy = -7.61 eV

Element x y z (Å)
C  -2.08120  -1.62211  -0.59075
H  2.51583  1.86833  -0.08785
H  0.87186  -2.59820  -1.99534
C  -3.15817  3.03233  -0.72573
H  -4.40190  1.29337  -0.91055
C  2.82901  1.71340  0.94258
H  1.51148  -2.98343  0.44897
H  -0.56645  -0.48197  -1.54032
H  5.45913  0.93342  0.38914
H  4.37100  0.37958  -0.88379
H  -0.49924  0.61587  0.66618
N  -2.74775  -0.55832  -0.03056
H  0.59854  -1.37928  1.83289
C  -1.22175  1.30225  0.25231
C  -3.78934  -1.07824  0.71195
C  -3.43550  1.68069  -0.62836
S  -4.91586  -0.27845  1.59364
H  -3.91560  3.70683  -1.09497
H  2.72275  -1.36201  -0.92105
C  -1.91750  3.51883  -0.35006
C  -0.95255  2.65415  0.14015
O  2.60642  -0.73022  1.05753
C  0.17116  -2.50154  -1.16550
H  -4.25565  -3.12375  0.96185
H  1.49877  -0.10589  -0.58338
H  3.89966  0.28552  2.14040
H  1.95873  1.77205  1.59239
C  4.68959  0.20763  0.14205
C  -2.46108  0.81749  -0.14550
O  0.05888  -1.67822  1.08887
H  -1.70482  4.57448  -0.42845
H  5.11382  -0.79071  0.21872
H  3.51999  2.50701  1.21247
H  -0.30239  -3.46671  -0.98919
H  0.00849  3.03845  0.44889
C  0.95468  -2.10288  0.08924
C  1.99198  -1.00134  -0.18610
C  3.51927  0.35789  1.11400
N  -3.67470  -2.41806  0.54241
H  -1.29701  -1.74837  -2.53516
C  -0.93558  -1.50697  -1.53158
N  -2.63703  -2.74289  -0.26244